Entry a
ORCA calculation (ωB97M-V/def2-TZVPD) on 2 unconnected molecules or ions with the total composition C5H14.

Its spin multiplicity is 1. As for the highest occupied orbital energy: -0.409 Ha. For the LUMO energy, the calculation gives 1.16 eV. The net charge is 0. Its molar mass is 74.17 u. The frontier orbital gap is 12.3 eV.

```
19
C5H14 ωB97M-V/def2-TZVPD
H -1.6425 0.3954 3.2892
H -0.8062 -0.1797 0.5339
H 1.7150 -0.6594 -2.0099
C -0.4902 -0.1308 1.5773
H -2.1973 1.2988 1.9745
C 0.0266 -0.7761 -3.3581
H -0.7445 -1.1193 1.9586
H 0.6974 0.7921 -2.0952
C 0.6887 -0.2942 -2.0746
H 1.4175 0.1183 2.6093
C 0.9860 0.2437 1.6113
H 0.1978 -0.6626 -1.1798
H -0.0198 -1.8679 -3.3885
H 0.5437 -0.4344 -4.2572
H -0.6688 1.8080 2.6323
C -1.2631 0.9290 2.4151
H -1.0042 -0.4473 -3.5152
H 1.0818 1.3196 1.4492
H 1.6438 -0.2691 0.9092
```

***

Entry b
ORCA calculation (ωB97M-V/def2-TZVPD) on 2 unconnected molecules or ions with the total composition C5H14.

Its spin multiplicity is 1. As for the highest occupied orbital energy: -0.400 Ha. For the LUMO energy, the calculation gives 1.12 eV. The net charge is 0. Its molar mass is 74.17 u. The frontier orbital gap is 12.0 eV.

```
19
C5H14 ωB97M-V/def2-TZVPD
H -2.7430 1.2258 -0.5678
H 3.2689 0.0511 1.3101
H 2.1285 1.0241 0.4007
C 2.9561 0.3075 0.2930
H -2.1927 -0.9082 -1.2962
H 2.6949 -0.6455 -1.6991
C -1.3623 -0.2762 -0.9718
H -0.8979 0.2064 -1.8297
H -0.6714 -1.0273 -0.5614
C -2.4587 0.2217 1.3597
H 1.6505 -1.3116 -0.6990
C 2.6362 -0.8653 -0.6383
H -1.3568 1.6205 0.1403
H -1.8307 -0.6608 1.5773
H -2.3398 0.8802 2.2198
H 3.8677 0.7662 -0.0947
H -3.4987 -0.0877 1.3991
C -1.9697 0.7136 0.0127
H 3.2988 -1.7410 -0.5429
```

***

Which one is most stable, and which one is least stable? entry a is the most stable of them, while entry b is the least stable.

***

Entry a
ORCA calculation (ωB97M-V/def2-TZVPD) on 2 unconnected molecules or ions with the total composition C5H14.

Its spin multiplicity is 1. As for the highest occupied orbital energy: -0.409 Ha. For the LUMO energy, the calculation gives 1.13 eV. The net charge is 0. Its molar mass is 74.17 u. The frontier orbital gap is 12.3 eV.

```
19
C5H14 ωB97M-V/def2-TZVPD
C -1.1779 -2.0197 0.4540
C 0.2019 -1.4278 0.2394
H 1.5735 -0.7898 -1.2784
C 0.7393 -1.4836 -1.1832
H -1.0662 1.5447 0.9499
H 1.1823 3.3866 -0.0072
H 1.0168 -2.4565 -1.5706
C 0.8772 2.4087 0.3644
H -1.1725 3.0419 0.0978
H 1.5505 1.7234 -0.1354
H -1.1271 -3.0190 0.8984
H 0.9521 -1.8485 0.9131
H -1.7735 -2.1297 -0.4510
H -0.8338 1.5072 -0.7045
H 0.2232 -0.3734 0.4969
H -1.7393 -1.5046 1.2330
H -0.0086 -1.0924 -1.8876
C -0.5929 2.1284 0.1587
H 1.1749 2.4042 1.4122
```

***

Entry b
ORCA calculation (ωB97M-V/def2-TZVPD) on 2 unconnected molecules or ions with the total composition C5H14.

Its spin multiplicity is 1. As for the highest occupied orbital energy: -0.387 Ha. For the LUMO energy, the calculation gives 1.13 eV. The net charge is 0. Its molar mass is 74.17 u. The frontier orbital gap is 11.7 eV.

```
19
C5H14 ωB97M-V/def2-TZVPD
C 1.0780 0.2528 -2.4242
C -1.3900 0.0740 1.8433
H 0.0811 0.0233 -2.6351
H 1.1357 1.2452 -2.9932
H 0.4669 -0.4816 2.6710
H 1.6439 1.1219 -0.6478
H -1.6094 0.1726 -0.1815
H 1.4447 -0.3956 -3.2442
H -1.4569 -1.5823 0.2871
C 0.1150 0.1324 1.8176
H 1.2143 -0.4977 -0.4177
H -1.5386 -0.5929 2.6506
C -1.8855 -0.6199 0.5830
H 2.7361 -0.2037 -1.3545
H -2.9070 -0.7770 0.3932
H -1.8187 1.1710 1.8218
H 0.5506 -0.3706 0.9907
C 1.7843 0.2092 -1.1970
H 0.3555 1.1190 2.0368
```

***

Entry c
ORCA calculation (ωB97M-V/def2-TZVPD) on 2 unconnected molecules or ions with the total composition C5H14.

Its spin multiplicity is 1. As for the highest occupied orbital energy: -0.392 Ha. For the LUMO energy, the calculation gives 1.09 eV. The net charge is 0. Its molar mass is 74.17 u. The frontier orbital gap is 11.8 eV.

```
19
C5H14 ωB97M-V/def2-TZVPD
H -0.5573 -2.5241 0.0100
H 0.3175 -1.4861 -2.7065
H 1.5211 -1.5744 0.9039
H -1.2535 -2.0248 -2.4050
H -1.2365 1.4060 0.8050
H 0.3948 1.5894 1.8081
C -0.5705 3.4371 1.1071
C 0.0260 -1.8623 -0.5660
H 0.1758 3.9980 1.7530
C 1.4466 -1.9043 -0.1526
H -0.2635 -0.6738 -0.5393
H 1.9465 -1.3637 -0.8440
H -1.1907 1.9255 2.4552
C -0.6210 1.9605 1.5452
H -1.6071 3.8858 1.0417
C -0.2321 -2.1499 -2.0506
H 1.8474 -2.9591 -0.1827
H -0.2204 3.4768 0.1927
H 0.0770 -3.1567 -2.1752
```

***

Entry d
ORCA calculation (ωB97M-V/def2-TZVPD) on 2 unconnected molecules or ions with the total composition C5H14.

Its spin multiplicity is 1. As for the highest occupied orbital energy: -0.405 Ha. For the LUMO energy, the calculation gives 1.12 eV. The net charge is 0. Its molar mass is 74.17 u. The frontier orbital gap is 12.1 eV.

```
19
C5H14 ωB97M-V/def2-TZVPD
H 0.9856 -0.2868 1.4733
H 2.1120 0.3734 -1.3047
C -0.7196 -0.2124 2.8718
C 0.5817 -0.8148 2.3240
H 0.9738 -0.8048 -1.2089
H -1.4837 -0.3619 2.1176
H -0.4784 -0.7231 -3.0653
H -0.9789 -0.7883 3.7602
H 0.3418 -1.8166 1.9660
H 1.0227 0.4795 -0.0738
H -1.7711 0.5663 -3.1770
H -1.6283 -0.3237 -1.7292
H -0.6300 0.8404 3.1346
C 1.0405 0.2879 -1.1410
H 0.6087 1.4313 -2.8559
C 0.0434 1.0295 -2.0113
H -0.3782 1.9380 -1.5838
H 1.3820 -0.8810 3.0577
C -1.0242 0.0671 -2.5543
```

***

Which one is most stable, and which one is least stable? entry a is the most stable of them, while entry b is the least stable.

***

Entry a
ORCA calculation (ωB97M-V/def2-TZVPD) on 2 unconnected molecules or ions with the total composition C5H14.

Its spin multiplicity is 1. As for the highest occupied orbital energy: -0.387 Ha. For the LUMO energy, the calculation gives 1.12 eV. The net charge is 0. Its molar mass is 74.17 u. The frontier orbital gap is 11.6 eV.

```
19
C5H14 ωB97M-V/def2-TZVPD
H 1.9549 -2.4384 0.0895
C 1.3546 -1.5999 -0.3032
H -1.7015 1.7079 1.2235
H 1.9608 -0.3101 1.3069
H -0.3301 -2.8432 0.5253
H -0.9561 1.4174 -1.7642
H -1.0428 -1.1650 0.0924
H -0.6033 3.0506 -0.5047
C 0.0062 -1.7652 0.4407
H 1.1267 -1.7303 -1.3842
H 1.2494 0.6497 -0.0683
H 0.1052 -1.3882 1.4585
H -2.1381 2.4569 -0.9772
H -2.3660 0.5390 -0.0337
H 2.8714 0.0319 -0.2060
C 1.9293 -0.2189 0.2204
C -1.0806 2.1577 -0.8796
C -1.5568 1.0921 0.2867
H -0.7831 0.3561 0.4772
```

***

Entry b
ORCA calculation (ωB97M-V/def2-TZVPD) on 2 unconnected molecules or ions with the total composition C5H14.

Its spin multiplicity is 1. As for the highest occupied orbital energy: -0.410 Ha. For the LUMO energy, the calculation gives 1.13 eV. The net charge is 0. Its molar mass is 74.17 u. The frontier orbital gap is 12.3 eV.

```
19
C5H14 ωB97M-V/def2-TZVPD
H 0.8022 -2.0476 3.5638
C 0.5586 1.4121 -2.8823
C 0.2980 -1.1776 3.1486
H 0.3168 -0.5305 -1.9213
H -0.6306 0.9406 0.2437
H 0.9561 -0.3287 2.9216
H -1.2405 1.8110 -1.2573
H -0.7260 -0.6925 1.3542
C -0.7921 0.9090 -0.8319
H -0.2885 -0.7228 3.9518
H 1.2421 1.0017 -3.6317
H 0.8510 2.4346 -2.6440
C 0.4522 0.5287 -1.6774
H -1.6617 0.2354 -0.8678
H -0.4123 1.5234 -3.3739
H 0.4576 -1.8286 1.1280
H 1.2704 0.5211 -0.9645
C -0.3603 -1.5992 1.8184
H -1.0929 -2.3902 1.9218
```

***

Which one is most stable, and which one is least stable? entry b is the most stable of them, while entry a is the least stable.